The following is a quantum chemistry calculation of C13H31CrO13S3 as an isolated structure, from the OMol25 dataset.

```
61
Properties=species:S:1:pos:R:3:lowdin_spin:R:1
Cr -0.617 -0.581 -0.439 3.771
C 0.683 3.699 0.451 0.000
C 0.505 2.422 1.187 0.001
C -0.423 2.716 2.303 0.001
O 0.174 1.268 0.387 0.042
H 1.048 4.517 1.073 0.000
H -0.201 4.033 -0.092 0.000
H 1.404 3.591 -0.359 0.000
H 1.421 2.141 1.707 0.001
H -0.110 3.420 3.075 0.000
H -0.820 1.841 2.818 0.000
H -1.295 3.247 1.922 0.000
C -2.902 -1.203 -1.373 0.031
O -2.748 -0.235 -0.672 0.184
O -3.904 -1.477 -2.034 0.615
O -1.907 -1.902 -1.499 0.199
O 1.112 -1.818 -0.031 0.036
S 1.878 -2.308 1.090 0.009
O 1.421 -3.478 1.872 0.003
O 3.375 -2.712 0.505 0.004
C 4.121 -1.819 -0.305 0.000
C 5.070 -2.705 -1.125 0.000
C 2.304 -0.881 2.142 0.001
H 4.573 -1.018 0.280 0.000
H 3.555 -1.295 -1.075 0.000
H 5.893 -3.064 -0.508 0.000
H 5.437 -2.083 -1.941 0.000
H 4.651 -3.616 -1.553 0.000
H 2.966 -1.116 2.976 0.000
H 1.410 -0.357 2.481 0.000
H 2.705 -0.130 1.460 0.000
O 0.211 0.098 -2.309 0.032
S 0.659 0.970 -3.428 0.009
O 0.849 0.369 -4.707 0.003
O -0.317 2.344 -3.673 0.003
C -1.243 2.752 -2.731 0.000
C -1.422 4.286 -2.674 0.000
C 2.138 1.857 -3.010 0.002
H -1.118 2.446 -1.692 0.000
H -2.187 2.352 -3.102 0.000
H -2.033 4.592 -3.522 0.000
H -0.505 4.834 -2.893 0.000
H -1.923 4.634 -1.771 0.000
H 2.762 1.947 -3.899 0.000
H 2.643 1.417 -2.149 0.000
H 1.912 2.853 -2.629 0.000
O -1.162 -1.327 4.026 0.005
S -1.861 -1.505 2.749 0.011
O -1.212 -1.268 1.459 0.035
O -2.625 -2.968 2.741 0.004
C -3.280 -3.379 1.550 0.000
C -2.409 -4.511 1.058 0.000
C -3.391 -0.374 2.637 0.002
H -3.418 -2.636 0.764 0.000
H -4.292 -3.761 1.684 0.000
H -3.034 -5.110 0.396 0.000
H -2.100 -5.186 1.856 0.000
H -1.469 -4.212 0.595 0.000
H -3.030 0.634 2.432 0.000
H -3.855 -0.451 3.621 0.000
H -4.071 -0.796 1.898 0.000
```

Calculated values
- frontier orbital gap (spin up / spin down) (eV) = 7.93 / 5.67
- spin multiplicity = 6
- ⟨S²⟩ = 8.762

The following is a quantum chemistry calculation of a 3-piece molecular cluster, C28H51F5N3O10P2S3 overall, from the OMol25 dataset.

```
102
Properties=species:S:1:pos:R:3:mulliken_charge:R:1
C -3.533 3.337 -0.112 -0.265
O -3.553 2.733 -1.418 -0.379
C -2.586 3.330 -2.295 -0.577
C -1.509 2.317 -2.821 -0.842
C -0.813 1.523 -1.620 0.016
N 0.670 1.705 -1.603 0.698
C 1.501 0.686 -2.011 0.553
C 1.017 -0.680 -2.547 -1.302
C 1.467 -1.901 -1.603 -0.331
C 0.282 -2.499 -0.758 -0.773
S 0.949 -3.136 0.851 -0.113
C 1.201 -1.538 1.756 -0.173
S 2.522 -0.584 1.531 -0.084
N 0.128 -1.167 2.656 0.230
C 0.603 -1.047 4.057 -0.499
C -0.423 -0.326 5.023 -0.466
O -0.917 0.881 4.428 -0.410
C -1.658 0.455 3.282 -0.674
C -0.605 0.027 2.191 0.535
C 2.945 0.874 -1.953 -0.556
C 3.523 2.124 -1.496 0.355
S 5.312 2.290 -1.470 -0.281
C 2.593 3.204 -1.061 0.210
C 3.252 4.512 -0.539 -1.361
C 2.486 5.259 0.619 -1.106
C 1.927 4.327 1.764 -0.305
C 2.740 4.572 3.072 0.716
F 4.081 4.349 2.833 -0.286
F 2.605 5.888 3.484 -0.303
C 2.148 3.666 4.209 0.551
F 0.792 3.829 4.336 -0.245
F 2.380 2.359 3.901 -0.191
F 2.668 4.000 5.428 -0.256
C 1.187 2.929 -1.162 -0.203
N 0.213 3.911 -0.810 0.070
H -2.473 3.512 0.224 -0.037
H -4.099 4.301 -0.070 0.299
H -3.980 2.628 0.634 0.196
H -3.156 3.709 -3.193 0.407
H -2.161 4.234 -1.799 0.280
H -0.725 2.910 -3.354 0.285
H -1.947 1.591 -3.559 0.420
H -1.092 0.441 -1.622 0.445
H -1.286 1.938 -0.690 -0.322
H 1.573 -0.848 -3.514 0.324
H -0.064 -0.732 -2.809 0.560
H 2.372 -1.641 -0.992 0.540
H 1.819 -2.720 -2.292 0.174
H -0.077 -3.418 -1.299 0.428
H -0.594 -1.819 -0.633 0.238
H 1.575 -0.479 4.161 0.272
H 0.845 -2.092 4.404 0.356
H -1.221 -1.065 5.289 0.242
H 0.176 -0.001 5.916 0.378
H -2.275 1.274 2.821 0.273
H -2.309 -0.425 3.540 0.494
H -1.215 -0.269 1.284 -0.009
H 0.054 0.877 1.860 -0.372
H 3.642 0.065 -2.259 0.356
H 5.741 0.996 -1.239 0.207
H 3.375 5.193 -1.430 0.389
H 4.297 4.332 -0.166 0.521
H 3.239 5.942 1.103 0.530
H 1.706 5.957 0.208 0.472
H 0.875 4.673 1.973 0.227
H 1.849 3.244 1.503 0.171
H -0.071 3.826 0.168 -0.039
H 0.549 4.851 -1.019 0.388
C 6.131 -3.327 -6.614 -0.702
O 4.952 -4.085 -6.875 -0.349
P 3.961 -4.361 -5.665 0.910
O 3.522 -3.177 -4.916 -0.474
O 4.718 -5.448 -4.773 -0.260
C 5.523 -6.442 -5.405 -0.674
O 2.802 -5.187 -6.371 -0.330
C 1.762 -5.698 -5.541 -0.638
H 6.917 -3.684 -7.279 0.262
H 5.939 -2.275 -6.821 0.255
H 6.464 -3.445 -5.581 0.339
H 6.552 -6.080 -5.461 0.251
H 5.164 -6.678 -6.408 0.352
H 5.504 -7.347 -4.800 0.269
H 2.179 -6.333 -4.757 0.310
H 1.101 -6.301 -6.161 0.252
H 1.188 -4.885 -5.096 0.229
C -6.402 -2.483 1.446 -0.681
O -6.830 -1.454 2.335 -0.291
P -6.091 -1.328 3.737 0.744
O -4.630 -1.228 3.675 -0.398
O -6.622 -2.573 4.584 -0.310
C -7.966 -3.018 4.415 -0.689
O -6.833 -0.078 4.379 -0.260
C -6.483 0.275 5.716 -0.619
H -7.266 -2.815 0.872 0.259
H -5.650 -2.085 0.765 0.217
H -5.991 -3.338 1.988 0.354
H -7.987 -3.798 3.653 0.250
H -8.630 -2.203 4.123 0.343
H -8.317 -3.440 5.356 0.273
H -6.638 -0.572 6.386 0.308
H -7.131 1.091 6.030 0.240
H -5.445 0.606 5.769 0.214
```

Calculated values
- frontier orbital gap (eV) = 7.28
- spin multiplicity = 1
- net charge = +1

The following is a quantum chemistry calculation of a 3-piece molecular cluster, C3H11NOS overall, from the OMol25 dataset.

```
17
Properties=species:S:1:pos:R:3:lowdin_spin:R:1
C 1.560 -0.314 -2.381 0.007
N 0.317 -0.209 -1.537 0.065
C 0.690 -0.327 -0.131 0.019
C -0.548 -0.135 0.706 0.049
S -0.268 -0.872 2.429 0.949
H 1.428 -0.953 -3.321 0.000
H 2.204 0.565 -2.478 0.002
H 2.236 -0.948 -1.771 0.004
H -0.416 -0.837 -1.856 0.002
H 1.430 0.375 0.214 0.000
H 1.053 -1.316 0.034 0.007
H -1.323 -0.661 0.173 -0.006
H -0.846 0.870 0.955 0.019
H -2.015 -1.525 1.798 -0.120
H -0.759 1.682 -1.340 0.000
H -1.227 2.518 -0.260 0.000
O -1.278 2.498 -1.234 0.001
```

Calculated values
- frontier orbital gap (spin up / spin down) (eV) = 6.29 / 4.10
- spin multiplicity = 2
- net charge = +1
- ⟨S²⟩ = 0.792
- energy above the lowest of the compared OMol25 structures with the same formula, charge and spin (eV) = 4.2831

Number 1: maximum force 5.49 eV/Å. Number 2: maximum force 2.50 eV/Å. Number 3: maximum force 4.85 eV/Å.